Entry 1:
11
Properties=species:S:1:pos:R:3:forces:R:3:nbo_charge:R:1 method="wB97M-V/def2-TZVPD" de_lowest_ev=1.949 lumo_ev=0.9 energy_ha=-264.5157
H -1.033257 2.139453 0.256874 1.620 -3.078 -1.047 0.375
N -0.278338 1.379815 -0.037596 -1.377 1.456 0.330 -0.843
C -0.465953 0.107934 -0.110355 -3.191 2.591 1.491 0.700
N -1.644121 -0.616022 0.045721 0.180 -1.702 0.355 -0.861
O 0.538633 -0.710137 -0.199689 1.361 -1.122 -1.013 -0.499
C 1.767493 -0.128867 0.116607 3.491 0.619 -0.328 -0.265
H -1.525615 -1.636263 0.384994 -0.575 2.706 -0.901 0.408
H -2.536319 -0.118232 0.140064 0.961 -0.617 0.058 0.402
H 2.417321 0.473776 -0.735541 -2.203 -1.662 1.791 0.192
H 1.608524 0.554996 0.942609 0.165 0.306 -0.082 0.207
H 2.408252 -0.953594 0.514122 -0.431 0.503 -0.655 0.184



Entry 2:
11
Properties=species:S:1:pos:R:3:forces:R:3:nbo_charge:R:1 method="wB97M-V/def2-TZVPD" de_lowest_ev=8.495 lumo_ev=-0.2 energy_ha=-264.2751
C 0.570731 1.047918 0.563048 2.658 2.827 1.113 -0.660
C 0.081844 -0.288872 0.107199 1.183 0.725 -0.112 0.297
H 0.165327 1.985169 -0.572895 1.360 -2.527 4.047 0.244
H -0.010921 1.291415 1.999565 1.873 -0.338 -4.613 0.280
H 2.189609 1.088530 0.611741 -4.918 -0.041 -0.032 0.232
H 1.604301 -1.475406 0.393437 0.090 0.392 -0.158 0.370
H -1.595932 0.760081 -0.759074 0.965 -0.727 0.516 0.393
H -0.781004 -1.640379 -1.184388 -1.998 0.170 0.631 0.484
N 0.687080 -1.448091 -0.034802 -1.923 2.154 0.339 -0.747
N -1.227827 -0.067667 -0.261539 -0.217 -2.222 -0.612 -0.329
O -1.683209 -1.252698 -0.862291 0.927 -0.412 -1.119 -0.564



Entry 3:
11
Properties=species:S:1:pos:R:3:forces:R:3:nbo_charge:R:1 method="wB97M-V/def2-TZVPD" de_lowest_ev=4.201 smiles="CN(N)C=O" lumo_ev=0.6 energy_ha=-264.4329
C 1.033939 -0.684164 -0.023415 -2.032 -1.088 0.472 -0.468
N -0.152333 0.269856 -0.435648 -0.829 -5.289 2.128 -0.325
N -0.114561 1.533145 0.131096 0.485 3.325 -5.032 -0.647
C -1.405895 -0.442383 -0.067301 -3.444 2.968 -0.355 0.519
O -2.591665 0.050732 -0.012113 5.950 -2.067 -0.260 -0.547
H 1.953048 -0.599590 -0.697464 -1.450 -0.003 1.210 0.231
H 1.158851 -0.562616 1.091002 0.746 0.512 -1.117 0.193
H 0.592775 -1.796773 0.042533 1.275 2.352 -1.025 0.209
H 0.046931 2.088571 -0.957972 -0.052 -0.801 5.051 0.366
H 0.666872 1.644210 0.790470 -0.120 0.034 -0.804 0.357
H -1.187962 -1.500985 0.138816 -0.528 0.057 -0.267 0.110



Entry 4:
11
Properties=species:S:1:pos:R:3:forces:R:3:nbo_charge:R:1 method="wB97M-V/def2-TZVPD" de_lowest_ev=6.397 lumo_ev=0.4 energy_ha=-264.3522
C -0.411232 1.199811 -1.440973 -1.682 -0.919 -0.604 -0.273
C 0.298248 -1.263943 0.575699 1.366 -2.719 6.045 0.196
H -0.901525 0.110800 -1.396669 0.621 2.624 -0.808 0.185
H 0.242291 1.323632 -2.379745 -1.156 -0.171 1.417 0.203
H -1.391580 2.107630 -1.513713 3.237 -2.647 0.889 0.181
H 0.500061 0.467016 1.622977 -0.917 -0.447 -1.902 0.385
H 0.126279 -2.124026 -0.271430 0.636 3.202 1.623 0.254
H 0.384160 -1.242025 2.572217 0.518 0.849 0.435 0.317
N -0.036400 0.151846 0.753964 1.479 0.641 -1.681 -0.369
N 0.646658 -1.857541 1.820469 -2.140 0.761 -6.467 -0.659
O 0.543041 1.126801 -0.342797 -1.962 -1.174 1.055 -0.420